Computed, not measured: the molecule C9H11NO2 at a distorted geometry, with the ωB97M-V functional and the def2-TZVPD basis.

Geometry (Å):
C  -2.6709  1.0291  -0.6589
C  -3.3543  -0.0490  -0.0738
C  -1.3414  1.2569  -0.4628
C  -2.6155  -1.1136  0.4355
C  -0.5382  0.1634  -0.0473
C  -1.1968  -1.0208  0.2953
C  1.6964  -0.7937  -0.3362
C  3.2036  -0.6254  -0.2441
C  1.3067  1.5084  0.6207
N  0.8627  0.2415  0.0600
O  -0.5689  -2.0852  0.7038
O  1.3475  -1.8405  -0.9000
H  -3.1412  1.8815  -1.1132
H  -4.4576  0.0895  -0.1696
H  -1.0151  2.1751  -0.8013
H  -3.1432  -1.8915  0.8423
H  3.7807  -0.7229  0.7532
H  3.5946  0.2835  -0.5213
H  3.7710  -1.2713  -0.8497
H  1.6960  2.1709  -0.1329
H  0.3646  1.7877  1.0502
H  2.2293  1.2915  1.3040
H  0.1898  -2.4648  0.2461

## Properties
largest force on an atom: 5.209 eV Å⁻¹
ΔE to the lowest compared entry with this formula, charge and spin: 0.0 kJ/mol
gap between HOMO and LUMO (alpha / beta): 4.910 / 6.163 eV
multiplicity: 3
LUMO level (alpha / beta): 0.7122 / -2.3871 eV



Computed, not measured: a structure of composition C27H46Br12O2SSi at a distorted geometry, with the ωB97M-V functional and the def2-TZVPD basis.

Geometry (Å):
C  -3.8168  0.0959  3.1606
C  -2.9804  -0.0138  4.4732
S  -3.6040  -1.3130  5.5701
C  -2.6629  -2.8172  5.1484
C  -2.1702  -2.9290  3.6977
C  -0.6697  -3.2826  3.6501
C  0.1962  -2.2260  2.9059
C  1.5725  -2.1295  3.5564
C  2.6782  -1.4399  2.7161
C  2.1823  -0.4868  1.6326
C  1.8325  -1.1618  0.2872
C  2.8600  -0.9011  -0.8135
C  2.6254  0.4135  -1.5829
Si  1.3141  0.3209  -2.9426
C  -0.3951  0.5031  -2.1437
C  1.3102  -1.3146  -3.8823
C  1.4583  1.8090  -4.0989
C  2.1901  2.9627  -3.7817
C  2.2080  4.0353  -4.6717
C  1.5070  3.9520  -5.8708
C  0.7809  2.8151  -6.2018
C  0.7611  1.7418  -5.3131
O  -2.9195  -4.0022  3.0925
C  -3.4594  -3.6779  1.8295
C  -2.4212  -3.8315  0.7237
O  -3.0874  -3.8348  -0.5229
C  -2.5394  -4.7162  -1.4783
H  -4.2659  1.0767  3.0449
H  -3.2134  -0.1935  2.3007
H  -4.6280  -0.6277  3.2061
H  -3.0113  0.9543  4.9634
H  -1.9498  -0.1969  4.1741
H  -3.3543  -3.6417  5.3057
H  -1.8700  -2.9445  5.8788
H  -2.3668  -2.0372  3.1080
H  -0.2335  -3.4432  4.6339
H  -0.5704  -4.2189  3.1042
H  -0.3248  -1.2680  2.8902
H  0.2808  -2.5887  1.8851
H  1.9051  -3.1554  3.7325
H  1.5005  -1.6664  4.5410
H  3.3582  -2.1827  2.2955
H  3.2709  -0.8455  3.4100
H  2.9429  0.2741  1.4425
H  1.3048  0.0587  1.9831
H  0.8428  -0.8216  -0.0177
H  1.7624  -2.2413  0.4286
H  3.8640  -0.8862  -0.3811
H  2.8610  -1.7555  -1.4929
H  3.5881  0.7322  -1.9861
H  2.2643  1.1624  -0.8736
H  -0.6659  -0.3313  -1.5036
H  -0.3931  1.4481  -1.5982
H  -1.1153  0.6347  -2.9533
H  2.0911  -2.0019  -3.5602
H  1.3712  -1.2071  -4.9639
H  0.3629  -1.8114  -3.6639
H  2.7191  2.9671  -2.8410
H  2.7532  4.9285  -4.3963
H  1.5244  4.8030  -6.5518
H  0.2114  2.7444  -7.1196
H  0.1937  0.8538  -5.5635
H  -4.2263  -4.4250  1.6228
H  -3.9600  -2.7064  1.8054
H  -1.9356  -4.7938  0.9025
H  -1.6697  -3.0353  0.7664
H  -3.2117  -5.5560  -1.6643
H  -1.5518  -5.0855  -1.2011
H  -2.4225  -4.1957  -2.4307
C  -7.3467  2.8637  1.8657
Br  -8.8305  3.4880  2.9190
Br  -5.7209  3.7973  2.3057
Br  -7.1297  0.9578  2.0030
H  -7.5718  3.0867  0.8333
C  6.7622  -1.0615  3.9416
Br  7.5268  -2.2631  2.6486
Br  5.9686  0.4780  3.0981
Br  5.5163  -1.9655  5.0974
H  7.5698  -0.7021  4.5620
C  0.6959  7.6469  -8.6440
Br  0.1655  5.9155  -7.9868
Br  1.8043  8.5672  -7.3681
Br  1.5430  7.5239  -10.3662
H  -0.2020  8.2338  -8.7701
C  2.1328  4.5351  0.4025
Br  3.6260  3.4123  0.8720
Br  1.4088  4.0531  -1.3220
Br  0.7890  4.5432  1.7851
H  2.5090  5.5443  0.3205

## Properties
largest force on an atom: 1.436 eV Å⁻¹
ΔE to the lowest compared entry with this formula, charge and spin: 0.0 kJ/mol
gap between HOMO and LUMO: 8.067 eV
LUMO level: -0.2082 eV



Computed, not measured: a structure of composition C5H7O4Yb at a distorted geometry, with the ωB97M-V functional and the def2-TZVPD basis.

Geometry (Å):
O  -0.6449  0.8156  1.9481
Yb  0.8592  1.8098  0.5063
C  -1.8494  0.5224  2.0565
C  -2.5676  -0.1534  0.9540
H  -2.2538  0.3953  3.0750
H  -2.9207  0.7966  0.4325
H  -1.9249  -0.9873  0.6295
H  -3.4722  -0.6373  1.3527
C  -0.3227  -0.2357  -2.1050
C  0.6294  0.2164  -1.2646
O  1.8321  -0.6011  -1.3194
C  2.8330  -0.1809  -0.6059
O  2.7902  0.7671  0.1887
O  3.8986  -0.9166  -0.7864
H  -1.1441  0.4418  -2.3442
H  -0.1853  -1.1227  -2.7310
H  4.4432  -0.9299  0.0132

## Properties
largest force on an atom: 3.633 eV Å⁻¹
ΔE to the lowest compared entry with this formula, charge and spin: 57.2 kJ/mol
gap between HOMO and LUMO: 7.836 eV
net charge: +1
LUMO level: -4.0802 eV



Computed, not measured: a cluster of 8 separate species, H16O8 in total at a distorted geometry, with the ωB97M-V functional and the def2-TZVPD basis.

Geometry (Å):
O  -0.3171  -0.1959  0.0006
H  -1.2398  -0.0714  0.3015
H  -0.1392  -0.9042  0.5401
O  -2.9218  -1.8563  -0.4538
H  -2.2727  -2.4714  -0.6722
H  -3.7165  -2.2590  -0.8401
O  1.3093  -2.3376  0.1640
H  0.6006  -2.7189  0.7276
H  0.8504  -1.9426  -0.5827
O  0.3490  2.3979  -0.1710
H  1.2478  2.7877  -0.3454
H  0.2778  1.4903  -0.4400
O  3.7209  -1.4509  -0.7056
H  3.7888  -2.3410  -0.3420
H  4.6267  -1.1405  -0.3521
O  -2.2753  2.3163  -1.1907
H  -1.3232  2.0683  -1.2348
H  -2.2979  2.2721  -0.1580
O  3.1548  1.9841  0.6415
H  2.9797  1.9988  1.6608
H  3.1568  2.9627  0.4857
O  -3.0649  0.0113  1.3344
H  -3.7907  0.2075  0.6518
H  -2.7034  -0.8074  0.9803

## Properties
largest force on an atom: 3.638 eV Å⁻¹
ΔE to the lowest compared entry with this formula, charge and spin: 355.6 kJ/mol
SMILES: O.O.O.O.O.O.O.O
gap between HOMO and LUMO: 10.310 eV
LUMO level: -0.0630 eV



Computed, not measured: the molecule C9H15N5 at a distorted geometry, with the ωB97M-V functional and the def2-TZVPD basis.

Geometry (Å):
H  1.6984  0.7847  1.7702
N  1.1526  1.3903  1.1072
C  0.5140  0.6819  0.2629
N  -0.1268  1.1418  -0.8416
C  0.2192  2.5422  -1.1945
C  -0.4781  2.8124  -2.5582
C  -1.5617  1.8039  -2.5833
C  -1.0209  0.6149  -1.8360
N  0.5276  -0.7306  0.3561
C  -0.2797  -1.5307  -0.2735
N  -0.8416  -2.4000  -0.8227
N  0.8129  -1.2722  1.6116
C  1.2849  -2.6709  1.6911
C  0.7230  -2.7132  3.1511
C  -0.1460  -1.4851  2.6200
H  1.2480  2.4555  -1.2890
H  -0.0086  3.2805  -0.4916
H  0.1393  2.4141  -3.3496
H  -0.6345  3.8412  -2.8038
H  -2.4747  2.1789  -2.0929
H  -1.8703  1.4631  -3.6544
H  -1.7978  -0.1498  -1.5483
H  -0.3896  -0.0779  -2.5458
H  2.3983  -2.8317  1.5279
H  0.7570  -3.2339  0.9363
H  0.1581  -3.5406  3.5909
H  1.3818  -2.3370  3.8131
H  -1.1633  -1.7827  2.2322
H  -0.2214  -0.6492  3.2144

## Properties
largest force on an atom: 4.610 eV Å⁻¹
ΔE to the lowest compared entry with this formula, charge and spin: 217.4 kJ/mol
SMILES: [H]/N=C(/N1CCCC1)N(C#N)N1CCC1
gap between HOMO and LUMO: 9.614 eV
LUMO level: 0.8939 eV



Computed, not measured: the molecule C4H4ClNO2 at a distorted geometry, with the ωB97M-V functional and the def2-TZVPD basis.

Geometry (Å):
C  -2.1053  1.0350  0.1193
C  -1.3188  -0.1134  0.0140
Cl  -1.9620  -1.7121  -0.0708
C  0.1588  0.1158  -0.1154
O  0.5322  1.2995  -0.2707
N  0.9801  -0.9657  -0.1983
C  2.2589  -0.4800  0.1587
O  3.3086  -1.1013  -0.0114
H  -1.6008  1.9501  -0.0449
H  -3.2983  1.1818  0.1842
H  0.6781  -1.8671  -0.1145
H  2.3685  0.6573  0.3498

## Properties
largest force on an atom: 5.211 eV Å⁻¹
ΔE to the lowest compared entry with this formula, charge and spin: 123.4 kJ/mol
SMILES: C=C(Cl)C(=O)NC=O
gap between HOMO and LUMO: 9.519 eV
LUMO level: -0.4957 eV